Record 1
# C49H48AsBiBrClN2O7S2

C49H48AsBiBrClN2O7S2 as an isolated structure (ωB97M-V with the def2-TZVPD basis set, the Open Molecules 2025 dataset).

The spin multiplicity is 1. For the energy above the lowest of the compared OMol25 structures with the same formula, charge and spin, the calculation gives 33.25 kcal per mole. As for the charge: -2.

Positions of all 112 atoms, in Å:
Bi (-2.26392, -0.62272, -0.73513)
C (4.99758, -2.39202, -5.66133)
C (4.25828, -1.09892, -6.03543)
C (3.55428, -1.28102, -7.38673)
C (5.29848, 0.01718, -6.18323)
C (3.21798, -0.79132, -4.96373)
C (2.24208, -1.72382, -4.65153)
C (1.35398, -1.50142, -3.61423)
Br (-0.05752, -2.79812, -3.42123)
C (1.40258, -0.35052, -2.81373)
O (0.63358, -0.17312, -1.73043)
C (2.25388, 0.69268, -3.26773)
C (3.15048, 0.42338, -4.29013)
C (2.13238, 2.10398, -2.69893)
C (2.56498, 2.12968, -1.23133)
C (0.67348, 2.55308, -2.81813)
C (2.98888, 3.12018, -3.47023)
H (5.75578, -2.63152, -6.40643)
H (4.30908, -3.22872, -5.59473)
H (5.48668, -2.27812, -4.69663)
H (4.27828, -1.48412, -8.17603)
H (3.00588, -0.37752, -7.64393)
H (2.84908, -2.10542, -7.34483)
H (6.04898, -0.26742, -6.92083)
H (5.80528, 0.20128, -5.23893)
H (4.83238, 0.93928, -6.52193)
H (2.14548, -2.64072, -5.21053)
H (3.82128, 1.20728, -4.58923)
H (1.91238, 1.49338, -0.63503)
H (2.49188, 3.14208, -0.83723)
H (3.59548, 1.78708, -1.13843)
H (0.03228, 1.95868, -2.17623)
H (0.32998, 2.45128, -3.84633)
H (0.57138, 3.59428, -2.51853)
H (4.05328, 2.91478, -3.36963)
H (2.80288, 4.11448, -3.06953)
H (2.72278, 3.13328, -4.52523)
C (-3.17612, -4.54132, 7.89497)
C (-2.85052, -4.00102, 6.53147)
C (-3.81222, -3.92792, 5.53367)
C (-3.51182, -3.42092, 4.28537)
C (-2.22722, -2.95922, 3.99697)
C (-1.25272, -3.05152, 4.99597)
C (-1.56862, -3.55512, 6.23967)
S (-1.62412, -3.26542, 1.26847)
O (-2.12772, -4.59902, 1.55097)
O (-1.93842, -2.39302, 2.82307)
N (-2.65252, -2.49912, 0.31267)
C (-4.01422, -2.94252, 0.25227)
C (-4.68752, -2.61602, -1.09913)
O (-5.73052, -3.19472, -1.37643)
O (-4.11632, -1.74232, -1.81953)
H (-4.03432, -5.20652, 7.84637)
H (-3.41752, -3.72682, 8.58077)
H (-2.33012, -5.09432, 8.30157)
H (-4.81602, -4.27622, 5.74117)
H (-4.27142, -3.36102, 3.52187)
H (-0.25242, -2.70472, 4.78937)
H (-0.79582, -3.62162, 6.99607)
H (-4.61472, -2.44142, 1.02787)
H (-4.06152, -4.02122, 0.43417)
Cl (-5.13792, 5.77858, -3.87603)
C (-4.15132, 4.65208, -2.97373)
C (-3.74532, 4.99188, -1.67863)
C (-2.95282, 4.12898, -0.98423)
C (-2.49652, 2.86778, -1.50853)
O (-1.76182, 2.12398, -0.81473)
C (-2.94562, 2.56248, -2.85083)
C (-2.55792, 1.38778, -3.57673)
O (-1.76242, 0.51738, -3.26733)
C (-3.77682, 3.46328, -3.53443)
H (-4.07372, 5.92538, -1.23813)
H (-2.65132, 4.37848, 0.02337)
H (-3.05602, 1.32548, -4.57063)
H (-4.11332, 3.20228, -4.53023)
S (-3.56092, 0.51688, 1.21307)
C (-2.69402, 0.32518, 2.72317)
C (-3.47012, 0.11308, 3.86417)
C (-2.90182, 0.05168, 5.11627)
C (-1.52882, 0.18148, 5.25217)
C (-0.75632, 0.36068, 4.11987)
C (-1.30932, 0.44198, 2.84857)
As (-0.14082, 0.78378, 1.30307)
C (1.35438, -0.34112, 1.93247)
C (2.69248, 0.00068, 1.76417)
C (3.70108, -0.87532, 2.12887)
C (3.39668, -2.12172, 2.64757)
C (2.07008, -2.48712, 2.79357)
C (1.06958, -1.60232, 2.44047)
C (0.46598, 2.48298, 2.19597)
C (-0.27762, 3.61088, 1.85577)
C (-0.04632, 4.83488, 2.45687)
C (0.94818, 4.95838, 3.41437)
C (1.69838, 3.84948, 3.76357)
C (1.46188, 2.62638, 3.15787)
H (-4.53502, -0.00592, 3.73057)
H (-3.53142, -0.10172, 5.98347)
H (-1.05952, 0.13748, 6.22807)
H (0.31898, 0.44278, 4.22687)
H (2.95628, 0.96918, 1.35187)
H (4.73648, -0.58362, 2.00637)
H (4.19218, -2.80452, 2.91707)
H (1.80818, -3.46362, 3.17897)
H (0.04218, -1.89552, 2.55837)
H (-1.04262, 3.49228, 1.09977)
H (-0.64352, 5.69758, 2.18827)
H (1.13658, 5.91108, 3.89207)
H (2.46748, 3.93538, 4.52217)
H (2.06638, 1.77418, 3.44357)
N (0.82038, -2.14992, -0.45993)
C (0.12968, -1.18842, -0.86243)
H (1.78058, -2.25062, -0.81243)

Cartesian forces (eV/Å) of the 3 atoms listed first:
Bi 0.04 0.64 -1.53
C -0.07 0.18 -0.07
C 0.09 -0.01 -0.14


Record 2
# C28H27Cl2N5O2S2

A 2-piece molecular cluster, C28H27Cl2N5O2S2 overall (ωB97M-V with the def2-TZVPD basis set, the Open Molecules 2025 dataset).

The spin multiplicity is 1. As for the charge: 0. The structure (SMILES) is CNC(=O)[C@H](Cc1c[nH]c2ccccc12)NC(C)=O.Nc1nc2ccc(SCc3ccc(Cl)c(Cl)c3)cc2s1. Its total energy is -3224.291748 hartree.

Positions of all 66 atoms, in Å:
O (0.30851, -6.11624, -3.50548)
O (4.16859, -4.53377, 0.50415)
Cl (-4.49683, 1.88387, -3.26790)
Cl (-5.46968, 1.75754, -0.22317)
N (-3.16368, 7.27342, 4.65400)
S (-4.57800, 5.27359, 5.61445)
S (-0.96366, 2.00262, 2.94023)
C (1.17501, -5.37592, -3.06980)
C (3.30803, -5.17526, -0.09020)
C (-4.18680, 6.97207, 5.40047)
C (-0.28513, -2.33329, -1.81422)
C (0.93203, -2.33336, -1.22333)
C (3.30161, 0.57386, -2.20542)
C (2.44374, 1.18843, -3.13534)
C (-1.99049, 2.11297, -2.23670)
C (-1.48253, 6.04166, 3.34666)
C (-0.97796, 4.79726, 2.93727)
C (-2.72934, 3.67624, 4.17475)
C (2.89893, -0.59015, -1.52216)
C (1.16874, 0.64802, -3.37699)
C (-1.05319, 2.17380, -1.20219)
C (-2.82920, 1.97945, 0.41826)
C (-3.35064, 1.97761, -1.95087)
C (-3.77313, 1.91669, -0.61530)
C (-2.60334, 6.09705, 4.17435)
C (-1.59976, 3.60379, 3.34786)
C (-3.22001, 4.91945, 4.58225)
C (1.62365, -1.15520, -1.73864)
C (0.76903, -0.49765, -2.67243)
C (-1.45597, 2.10135, 0.13696)
N (-4.84809, 8.02039, 5.97783)
N (-0.38923, -1.24592, -2.66202)
N (3.22670, -6.51007, 0.00456)
N (1.41342, -5.34287, -1.76004)
C (1.97679, -4.51223, -4.02216)
C (-0.37438, 2.12771, 1.19532)
C (4.12878, -7.33259, 0.80999)
C (1.48188, -3.38320, -0.30445)
C (2.32649, -4.44577, -1.02751)
H (-1.04377, -3.09376, -1.66924)
H (4.28273, 0.99197, -2.02374)
H (2.76943, 2.07251, -3.66749)
H (-1.66460, 2.17081, -3.26998)
H (-1.00656, 6.96723, 3.04136)
H (-0.08884, 4.77347, 2.31905)
H (-3.21497, 2.76656, 4.51309)
H (3.57164, -1.06103, -0.81927)
H (0.50699, 1.10523, -4.09637)
H (0.00278, 2.27041, -1.44036)
H (-3.19193, 1.92480, 1.43909)
H (-4.33169, 8.89325, 5.93444)
H (-5.37071, 7.80875, 6.82015)
H (-1.21396, -1.04847, -3.21098)
H (2.53301, -6.97648, -0.55841)
H (0.79337, -5.91850, -1.21328)
H (1.81307, -3.46207, -3.78836)
H (1.64393, -4.70906, -5.03998)
H (3.03320, -4.75615, -3.93535)
H (0.29005, 1.27677, 1.01251)
H (0.22636, 3.03130, 1.07222)
H (5.15807, -7.18435, 0.47545)
H (4.06010, -7.03826, 1.85949)
H (3.86856, -8.38776, 0.71254)
H (0.66720, -3.86336, 0.23956)
H (2.10739, -2.87442, 0.43007)
H (2.96825, -3.91474, -1.72924)

Cartesian forces (eV/Å) of the 3 atoms listed first:
O -0.26 -0.19 -0.05
O -0.54 -0.08 -0.20
Cl 0.34 0.03 0.34


Q: charge of number 2 (C28H27Cl2N5O2S2)?
A: 0


Q: What is the formula in the second record?
A: C28H27Cl2N5O2S2


Q: charge of number 2 (C28H27Cl2N5O2S2)?
A: 0